# C24H71N13O9

A 9-piece molecular cluster, C24H71N13O9 overall at a distorted geometry (ωB97M-V/def2-TZVPD, the Open Molecules 2025 dataset).

ΔE to the lowest compared entry with this formula, charge and spin = 206.5 kcal/mol
2S+1 = 1
SMILES = COC[C@H](C)N.COC[C@H](C)N.COC[C@H](C)N.COC[C@H](C)N.COC[C@H](C)N.NC(N)=O.NC(N)=O.NC(N)=O.NC(N)=O
LUMO level = 0.0002 Ha
Gap between HOMO and LUMO = 9.03 eV

The geometry in XYZ format:
```
117
C24H71N13O9 (ωB97M-V/def2-TZVPD)
C 0.83 -6.53 -4.34
O -0.09 -5.61 -4.82
C -0.17 -4.30 -4.26
C -1.15 -4.33 -3.14
C -2.60 -4.84 -3.54
N -1.36 -3.03 -2.58
H 1.80 -6.27 -4.76
H 0.68 -7.56 -4.69
H 0.92 -6.66 -3.26
H 0.76 -3.90 -3.85
H -0.32 -3.47 -4.94
H -0.88 -5.09 -2.41
H -2.57 -5.67 -4.24
H -3.11 -3.98 -3.98
H -3.15 -5.12 -2.64
H -0.79 -2.49 -3.23
H -2.27 -2.64 -2.78
C -1.94 4.32 -8.40
O -1.73 3.45 -7.23
C -0.45 3.67 -6.56
C -0.35 2.86 -5.23
C 0.82 3.01 -4.22
N -0.18 1.49 -5.59
H -2.35 5.30 -8.13
H -2.71 3.82 -8.99
H -1.12 4.40 -9.12
H 0.30 3.37 -7.28
H -0.33 4.74 -6.38
H -1.26 3.15 -4.70
H 1.76 2.83 -4.74
H 0.81 2.25 -3.44
H 0.72 3.97 -3.72
H -0.99 1.28 -6.16
H 0.55 1.76 -6.22
C -9.78 -2.72 7.33
O -8.52 -2.05 7.31
C -7.31 -2.77 7.46
C -6.00 -1.99 7.05
C -4.83 -2.99 6.82
N -5.48 -1.27 8.23
H -9.93 -3.53 6.63
H -10.52 -1.92 7.19
H -9.86 -3.08 8.36
H -7.40 -3.07 8.50
H -7.47 -3.64 6.81
H -6.20 -1.30 6.23
H -3.89 -2.56 6.47
H -5.13 -3.84 6.22
H -4.44 -3.50 7.70
H -4.56 -0.93 7.99
H -6.03 -0.46 8.48
C 4.74 3.23 -0.23
O 5.43 4.46 -0.16
C 4.63 5.56 -0.57
C 5.40 6.80 -0.19
C 4.68 8.14 -0.33
N 6.56 6.73 -1.09
H 4.55 2.86 -1.24
H 3.96 3.06 0.51
H 5.46 2.47 0.09
H 4.51 5.34 -1.64
H 3.66 5.43 -0.08
H 5.88 6.60 0.76
H 3.80 8.12 0.31
H 4.38 8.18 -1.38
H 5.42 8.94 -0.19
H 6.72 5.73 -1.10
H 7.29 7.12 -0.51
C -5.75 0.06 -3.71
O -5.81 -0.15 -2.32
C -6.15 0.99 -1.48
C -5.11 1.13 -0.25
C -5.17 -0.08 0.74
N -5.40 2.39 0.43
H -5.85 -0.91 -4.18
H -4.84 0.55 -4.06
H -6.69 0.59 -3.89
H -6.00 1.83 -2.15
H -7.21 0.82 -1.29
H -4.10 1.27 -0.64
H -4.26 0.06 1.32
H -5.14 -1.08 0.31
H -6.03 0.10 1.39
H -5.41 2.96 -0.40
H -4.64 2.70 1.02
N 8.29 -1.83 -3.70
C 7.42 -2.30 -2.83
N 7.64 -3.50 -2.54
O 6.33 -1.74 -2.65
H 8.15 -0.92 -4.11
H 8.94 -2.45 -4.14
H 8.58 -3.75 -2.82
H 7.02 -4.08 -2.00
N 6.89 -0.58 4.09
C 8.06 -1.15 4.18
N 7.99 -2.39 3.79
O 9.00 -0.39 4.43
H 6.87 0.28 4.61
H 6.05 -1.05 3.76
H 8.85 -2.92 3.68
H 7.13 -2.59 3.30
N 0.51 -2.04 1.54
C 1.69 -1.84 1.24
N 1.87 -1.72 -0.06
O 2.60 -1.67 2.02
H 0.15 -1.87 2.47
H -0.19 -2.07 0.80
H 2.77 -1.56 -0.47
H 1.14 -2.12 -0.64
N 0.93 -0.20 7.97
C 1.98 0.12 7.31
N 1.74 0.87 6.30
O 3.15 -0.29 7.58
H 0.11 0.22 7.56
H 0.96 -1.03 8.54
H 0.77 1.13 6.21
H 2.43 0.90 5.57
```